This record from OMol25 describes 2 unconnected molecules or ions with the total composition C7H18N2OP at a distorted geometry. The level of theory is ωB97M-V/def2-TZVPD.

XYZ file:
```
29
Properties=species:S:1:pos:R:3:nbo_charge:R:1
P 0.813 0.501 1.074 0.70
O -2.528 1.564 -3.462 -0.51
N -0.995 0.060 -1.859 -0.30
N 1.544 -0.759 2.386 -0.44
C -3.047 0.340 -3.100 -0.05
C 1.300 -0.168 3.782 -0.43
C 0.891 -2.053 2.156 -0.44
C -1.808 -0.634 -2.824 -0.32
C 2.991 -0.767 2.093 -0.44
C -0.449 1.280 -2.356 -0.32
C -1.720 2.142 -2.454 -0.06
H 0.405 1.698 -1.756 0.19
H -1.479 3.171 -2.798 0.21
H -2.071 -1.703 -2.422 0.22
H -1.349 -0.477 -3.821 0.20
H -0.218 -1.931 2.206 0.25
H -3.671 -0.055 -3.853 0.21
H -2.330 2.156 -1.517 0.18
H 3.150 -0.734 1.030 0.23
H -0.276 1.300 -3.382 0.21
H 1.863 -0.683 4.436 0.22
H 0.307 -0.366 4.291 0.25
H -3.612 0.434 -2.104 0.16
H 3.537 0.140 2.440 0.25
H 1.351 0.966 3.678 0.24
H 3.388 -1.725 2.473 0.24
H 1.371 -2.411 1.265 0.24
H 1.722 1.447 1.384 -0.11
H 0.920 -2.733 3.014 0.24
```

For the lowest unoccupied orbital energy (spin up / spin down), the calculation gives -3.730 / -5.875 eV. Its spin multiplicity is 1. For the total energy, the calculation gives -803.15901 Ha. As for the net charge: +1. Its gap between HOMO and LUMO (spin up / spin down) is 8.31 / 5.07 eV.

This record from OMol25 describes 2 unconnected molecules or ions with the total composition C7H18N3 at a distorted geometry. The level of theory is ωB97M-V/def2-TZVPD.

XYZ file:
```
28
Properties=species:S:1:pos:R:3:nbo_charge:R:1
N -1.227 0.167 -0.624 -0.27
N 1.530 1.730 -0.619 -0.83
N -0.034 -0.349 -1.149 -0.48
C -0.360 -0.998 1.038 -0.30
C 1.540 2.484 -1.893 -0.42
C -1.484 -0.150 0.579 0.41
C 0.451 -1.384 -0.240 -0.06
C -2.688 0.346 1.264 -0.68
C 0.512 -0.357 2.130 -0.58
C 0.298 -2.784 -0.843 -0.62
H 2.157 1.919 -2.603 0.21
H 1.216 -1.051 2.463 0.24
H -0.795 -1.999 1.323 0.25
H -0.213 -0.117 2.957 0.22
H 0.551 2.597 -2.295 0.19
H 1.554 -1.265 -0.174 0.21
H -2.446 1.426 1.586 0.26
H -0.151 -2.641 -1.870 0.24
H -3.610 0.318 0.673 0.27
H -2.885 -0.161 2.109 0.25
H 0.788 0.588 1.685 0.20
H 2.388 1.382 -0.412 0.38
H 0.721 0.469 -1.057 0.42
H -0.313 -3.479 -0.271 0.21
H 1.191 -3.234 -0.885 0.22
H -1.820 0.852 -1.177 0.44
H 2.013 3.417 -1.866 0.21
H 1.115 2.274 0.168 0.38
```

For the lowest unoccupied orbital energy, the calculation gives -3.394 eV. Its spin multiplicity is 1. For the total energy, the calculation gives -441.46520 Ha. As for the net charge: +1. Its gap between HOMO and LUMO is 9.26 eV. For the energy above the lowest of the compared OMol25 structures with the same formula, charge and spin, the calculation gives 80.2 kcal/mol.

This record from OMol25 describes 3 unconnected molecules or ions with the total composition C7H18O at a distorted geometry. The level of theory is ωB97M-V/def2-TZVPD.

XYZ file:
```
26
Properties=species:S:1:pos:R:3:nbo_charge:R:1
O -0.472 0.502 -2.505 -0.55
C 1.944 -0.235 0.162 -0.48
C -1.169 -1.508 0.896 -0.86
C 1.184 0.090 2.519 -0.65
C 0.527 1.734 0.700 -0.67
C -0.126 -0.810 -2.129 -0.30
C -1.765 0.892 -2.117 -0.24
C 1.235 0.466 1.071 0.08
H 1.055 2.591 1.127 0.22
H 0.505 1.872 -0.379 0.23
H -0.957 -1.506 -2.302 0.17
H -0.929 -0.736 0.120 0.22
H -0.271 -2.072 1.144 0.21
H 1.596 -0.904 2.690 0.22
H -1.912 1.907 -2.485 0.19
H -1.615 -1.132 1.803 0.21
H -1.886 0.879 -1.027 0.16
H 2.245 0.226 -0.769 0.21
H -0.492 1.743 1.086 0.21
H 2.584 -1.041 0.494 0.20
H 0.542 -0.828 -1.104 0.22
H 0.160 0.130 2.898 0.21
H 1.773 0.802 3.106 0.22
H 0.640 -1.131 -2.837 0.18
H -2.524 0.224 -2.548 0.16
H -1.873 -2.156 0.385 0.21
```

For the lowest unoccupied orbital energy, the calculation gives 0.993 eV. Its spin multiplicity is 1. For the total energy, the calculation gives -352.65325 Ha. Its gap between HOMO and LUMO is 9.76 eV. For the energy above the lowest of the compared OMol25 structures with the same formula, charge and spin, the calculation gives 49.7 kcal/mol.

This record from OMol25 describes a molecular structure, C7H18O6V at a distorted geometry. The level of theory is ωB97M-V/def2-TZVPD.

XYZ file:
```
32
Properties=species:S:1:pos:R:3:nbo_charge:R:1
V 0.820 -0.135 0.598 1.23
O 1.381 -0.354 -1.486 -0.94
O 0.960 2.011 0.860 -0.93
O 0.688 -2.319 0.454 -0.92
O 0.212 -0.109 2.740 -0.93
O -1.414 0.198 0.352 -0.69
O 3.007 -0.452 1.006 -0.90
C 1.052 2.168 2.220 -0.05
C 0.262 1.204 3.109 -0.04
C -2.538 -0.570 -1.679 -0.63
C -1.279 1.593 -1.531 -0.68
C 1.262 -1.679 -1.841 -0.05
C -2.137 0.596 -0.804 0.12
C 0.518 -2.591 -0.859 -0.04
H 0.755 -1.805 -2.841 0.08
H 0.829 -3.635 -1.154 0.07
H 2.288 -2.104 -2.017 0.07
H 0.734 1.342 4.124 0.07
H -3.066 1.091 -0.464 0.13
H -0.572 -2.555 -1.127 0.07
H 0.769 3.205 2.551 0.08
H 3.616 -0.242 0.296 0.48
H -0.774 1.633 3.233 0.06
H -3.156 -0.251 -2.526 0.18
H -3.067 -1.356 -1.130 0.19
H 2.130 2.096 2.547 0.07
H -0.382 1.088 -1.922 0.28
H 3.379 -1.165 1.526 0.47
H -1.842 2.103 -2.318 0.17
H -1.650 -1.053 -2.098 0.24
H -1.963 -0.244 1.004 0.49
H -0.822 2.292 -0.821 0.27
```

For the lowest unoccupied orbital energy (spin up / spin down), the calculation gives 5.605 / 5.522 eV. Its spin multiplicity is 4. As for the expectation value of S²: 3.755. For the total energy, the calculation gives -1672.89096 Ha. As for the net charge: -2. Its gap between HOMO and LUMO (spin up / spin down) is 3.73 / 5.42 eV.

This record from OMol25 describes C7H18OSi in the gas phase at a distorted geometry. The level of theory is ωB97M-V/def2-TZVPD.

XYZ file:
```
27
Properties=species:S:1:pos:R:3:nbo_charge:R:1
Si -1.320 -0.106 0.013 1.53
O 0.829 -1.466 1.056 -0.75
C 1.687 0.300 -0.394 -0.21
C -1.786 0.243 1.830 -1.11
C 2.027 1.197 0.729 -0.62
C -1.542 1.646 -0.843 -1.11
C 2.864 -0.490 -0.915 -0.62
C -2.665 -1.333 -0.833 -1.05
C 0.483 -0.841 -0.095 -0.26
H -2.644 0.982 1.913 0.25
H -2.168 -2.178 -1.404 0.23
H -0.874 0.471 2.372 0.25
H -3.362 -0.782 -1.419 0.23
H 3.639 0.208 -1.193 0.21
H -3.082 -1.854 -0.025 0.22
H -1.082 2.428 -0.156 0.23
H 0.543 -1.613 -0.868 0.18
H 2.168 0.532 1.545 0.22
H 2.735 -1.226 -1.736 0.21
H 1.352 0.913 -1.204 0.19
H -2.209 -0.827 2.180 0.23
H 2.992 1.697 0.511 0.21
H -1.048 1.933 -1.829 0.24
H -2.639 1.825 -1.014 0.23
H 3.113 -1.211 -0.054 0.20
H 0.791 -2.409 1.025 0.48
H 1.198 1.962 0.807 0.21
```

For the lowest unoccupied orbital energy, the calculation gives 0.667 eV. Its spin multiplicity is 1. For the total energy, the calculation gives -642.19734 Ha. Its gap between HOMO and LUMO is 9.53 eV. For the energy above the lowest of the compared OMol25 structures with the same formula, charge and spin, the calculation gives 21.8 kcal/mol.

This record from OMol25 describes a molecular structure, C7H19BN2O5PZn at a distorted geometry. The level of theory is ωB97M-V/def2-TZVPD.

XYZ file:
```
36
Properties=species:S:1:pos:R:3:nbo_charge:R:1
Zn 0.959 0.884 -0.240 1.28
P -1.899 0.300 -1.216 1.84
O 4.026 0.712 -2.535 -0.76
O 2.728 -1.700 0.052 -0.53
O -1.310 -0.471 -2.678 -0.95
O 0.315 -2.276 0.166 -0.51
O -1.018 1.797 -1.020 -1.09
N -2.786 -0.494 1.448 -0.53
N -3.460 0.723 -1.529 -1.19
C -2.410 0.635 2.131 0.50
C 1.463 -1.899 -0.672 0.20
C -0.243 -1.077 0.875 -0.16
C -1.599 0.505 3.588 -0.72
C -2.739 2.193 1.660 -0.75
C 3.461 -0.513 -0.414 -0.03
C 4.108 -0.658 -1.926 -0.12
B -1.814 -0.853 0.338 -0.21
H 1.290 -0.952 -1.340 0.07
H 0.430 -0.129 0.709 -0.11
H 2.730 0.413 -0.428 0.01
H -3.670 0.368 -2.514 0.40
H -2.297 1.035 4.377 0.27
H 3.534 -1.405 -2.626 0.20
H -1.829 2.924 1.791 0.24
H -3.211 2.273 0.592 0.27
H -0.280 -1.384 2.012 0.27
H -3.574 2.585 2.417 0.27
H -1.628 2.496 -1.423 0.55
H 4.372 -0.360 0.319 0.27
H -0.585 1.092 3.585 0.24
H 5.267 -0.913 -1.922 0.23
H 1.640 -2.813 -1.419 0.24
H -1.465 -0.640 3.881 0.26
H -2.148 -1.934 -0.056 0.08
H 4.222 0.661 -3.516 0.50
H -0.578 -1.124 -2.467 0.48
```

For the lowest unoccupied orbital energy, the calculation gives -7.025 eV. Its spin multiplicity is 1. For the total energy, the calculation gives -2908.76221 Ha. As for the net charge: +1. Its gap between HOMO and LUMO is 4.09 eV.